Entry 1:
C15H12F5IN2O4TeW as an isolated structure at a distorted geometry, computed with ωB97M-V/def2-TZVPD.

Geometry as XYZ:
```
41
Properties=species:S:1:pos:R:3:nbo_charge:R:1
W 1.376 0.996 -1.039 2.197
C 2.457 1.563 3.200 -0.658
C 1.607 0.378 2.870 0.223
N 1.544 -0.623 3.745 -0.323
C 0.777 -1.688 3.505 0.061
C 0.016 -1.871 2.360 0.007
C -0.860 -3.082 2.142 -0.107
O -2.207 -2.689 1.894 -0.733
C 0.099 -0.844 1.414 -0.166
C -0.685 -0.888 0.199 0.257
N -0.520 -0.150 -0.854 -0.539
C -1.565 -0.213 -1.847 0.132
C -2.898 -0.293 -1.460 -0.228
C -3.892 -0.393 -2.423 -0.157
C -3.570 -0.392 -3.772 -0.146
C -2.245 -0.272 -4.176 -0.200
C -1.273 -0.179 -3.201 -0.230
I 0.719 0.066 -3.706 0.615
C 0.881 0.267 1.691 0.259
O 0.894 1.271 0.736 -0.592
H 2.333 1.807 4.253 0.267
H 2.212 2.429 2.590 0.231
H 3.507 1.314 3.041 0.252
H 0.775 -2.446 4.282 0.227
H -0.774 -3.756 2.994 0.217
H -0.531 -3.644 1.267 0.203
H -2.712 -2.708 2.713 0.501
H -1.525 -1.576 0.183 0.267
H -3.163 -0.260 -0.410 0.247
H -4.925 -0.455 -2.112 0.257
H -4.348 -0.466 -4.520 0.259
H -1.990 -0.249 -5.227 0.256
F 4.202 3.334 0.023 -0.584
Te 4.342 2.181 -1.392 2.598
F 1.928 -0.727 -0.808 -0.437
F 1.728 2.857 -0.848 -0.516
F 4.014 3.627 -2.468 -0.596
F 3.287 1.035 0.031 -0.616
O 2.858 1.289 -2.261 -1.008
O -1.354 3.053 -1.144 -0.310
C -0.518 2.395 -1.464 0.615
```

Output
lowest unoccupied orbital energy: -9.2 eV
total energy: -57712.1093 eV
maximum force: 1.2 eV Å⁻¹
gap between HOMO and LUMO: 6.223 eV
charge: +2

***

Entry 2:
C15H12F5N2O4ScTe as an isolated structure, computed with ωB97M-V/def2-TZVPD.

Geometry as XYZ:
```
40
Properties=species:S:1:pos:R:3:nbo_charge:R:1
Sc 0.125 0.375 0.176 1.891
C -2.336 3.571 0.769 -0.245
O -3.209 3.377 -0.339 -0.504
C -3.342 2.137 -0.888 0.232
C -4.615 1.805 -1.321 -0.207
C -4.883 0.595 -1.945 -0.235
C -3.865 -0.314 -2.127 -0.166
C -2.567 -0.024 -1.687 -0.207
C -1.536 -1.013 -1.949 0.188
N -0.403 -1.003 -1.348 -0.421
N 0.586 -1.887 -1.739 -0.392
C 1.706 -1.536 -1.170 0.560
O 1.807 -0.513 -0.355 -0.811
C 2.942 -2.285 -1.486 -0.059
C 2.903 -3.389 -2.338 -0.187
C 4.066 -4.081 -2.625 -0.216
C 5.273 -3.679 -2.067 -0.192
C 5.315 -2.582 -1.220 -0.216
C 4.152 -1.886 -0.927 -0.195
C -2.279 1.230 -1.084 0.343
O -1.026 1.566 -0.761 -0.819
H -2.646 4.511 1.221 0.194
H -1.296 3.639 0.457 0.184
H -2.452 2.768 1.503 0.178
H -5.399 2.533 -1.157 0.228
H -5.887 0.370 -2.278 0.220
H -4.054 -1.265 -2.608 0.213
H -1.726 -1.776 -2.702 0.201
H 1.959 -3.690 -2.767 0.235
H 4.032 -4.937 -3.285 0.215
H 6.181 -4.224 -2.293 0.214
H 6.254 -2.268 -0.784 0.215
H 4.172 -1.032 -0.266 0.231
F 1.314 -1.061 2.923 -0.595
Te -0.154 0.068 3.212 3.416
F -1.438 1.378 3.587 -0.597
F 0.729 1.353 2.011 -0.623
F 0.864 0.850 4.548 -0.571
F -0.903 -1.108 4.430 -0.583
O -0.987 -0.502 1.703 -1.120
```

Output
lowest unoccupied orbital energy: -1.8 eV
total energy: -68505.2109 eV
maximum force: 0.9 eV Å⁻¹
gap between HOMO and LUMO: 6.792 eV

***

Entry 3:
C15H12F6N11OPPt as an isolated structure at a distorted geometry, computed with ωB97M-V/def2-TZVPD.

Geometry as XYZ:
```
47
Properties=species:S:1:pos:R:3:nbo_charge:R:1
Pt -0.710 -0.469 0.575 0.957
N -2.525 2.185 -0.822 -0.597
C -2.232 1.087 -1.587 0.454
N -2.581 0.944 -2.859 -0.399
N -2.063 -0.229 -3.225 -0.120
N -1.423 -0.764 -2.257 -0.113
N -1.499 0.031 -1.199 -0.388
C -2.052 2.432 0.431 0.423
N -2.251 3.574 1.086 -0.415
N -1.580 3.428 2.230 -0.153
N -1.002 2.288 2.283 -0.177
N -1.270 1.615 1.166 -0.505
H -3.129 2.877 -1.232 0.414
F -2.359 -2.281 0.874 -0.596
P -3.985 -2.207 0.588 2.601
F -3.732 -2.709 -0.925 -0.583
F -5.588 -2.167 0.309 -0.598
F -4.095 -3.760 1.084 -0.601
F -4.236 -1.724 2.119 -0.594
F -3.837 -0.660 0.140 -0.587
C 1.330 -0.034 0.021 -0.750
C 1.413 0.264 -1.391 0.150
C 1.145 1.554 -1.896 -0.286
C 1.233 1.833 -3.235 -0.127
C 1.607 0.825 -4.143 -0.276
C 1.824 -0.478 -3.662 -0.140
C 1.720 -0.745 -2.323 -0.244
C 1.790 1.092 -5.504 0.327
N 1.996 1.289 -6.623 -0.419
H 1.584 0.812 0.666 0.192
H 1.897 -0.931 0.292 0.176
H 0.836 2.325 -1.203 0.220
H 0.997 2.821 -3.613 0.209
H 2.065 -1.266 -4.361 0.205
H 1.858 -1.751 -1.958 0.203
O -0.052 -1.283 2.430 -0.532
N 1.152 -1.103 2.889 0.099
C 2.093 -2.093 2.755 0.015
C 3.351 -1.944 3.256 -0.243
C 3.726 -0.756 3.896 -0.190
C 2.767 0.268 3.963 -0.224
C 1.515 0.091 3.455 0.013
H 1.754 -2.973 2.231 0.246
H 4.060 -2.752 3.146 0.222
H 4.721 -0.624 4.286 0.213
H 3.019 1.215 4.417 0.227
H 0.747 0.852 3.430 0.289
```

Output
lowest unoccupied orbital energy (spin up / spin down): 3.5 / 3.5 eV
total energy: -63032.6109 eV
maximum force: 2.0 eV Å⁻¹
gap between HOMO and LUMO (spin up / spin down): 4.379 / 4.641 eV
charge: -2